DFT (ωB97M-V with the def2-TZVPD basis set) results for 2 unconnected molecules or ions with the total composition C12H17N at a distorted geometry.

The geometry in XYZ format:
```
30
Properties=species:S:1:pos:R:3:forces:R:3
N 0.270 3.120 1.856 0.1 -0.5 -2.0
C -1.945 2.056 1.326 -0.3 1.7 -0.4
C 2.637 1.875 -0.668 -0.1 0.9 -0.5
C -1.818 0.311 -0.299 -0.1 0.7 0.2
C 0.098 1.804 -0.028 -1.1 0.1 0.5
C -0.689 -2.710 -1.666 -1.8 1.0 -2.3
C 1.377 2.466 -0.083 0.0 -2.0 2.8
C 0.403 -3.048 -0.724 1.9 1.0 1.3
C 1.461 3.065 1.165 1.0 1.5 -1.3
C -0.522 0.679 -0.624 -0.3 0.7 -0.3
C -0.609 2.384 1.060 -0.1 -1.2 0.2
C -2.591 1.081 0.608 1.3 -1.2 -0.3
C 0.120 -3.641 0.676 -2.4 -0.1 -0.8
H -2.484 2.867 1.804 -0.4 -0.6 0.9
H -0.015 0.116 -1.384 0.3 -0.1 -0.3
H -1.512 -3.382 -1.929 0.4 -0.8 0.7
H -0.037 -2.962 1.531 1.1 0.0 -0.3
H 2.449 0.871 -1.059 0.1 0.3 -0.2
H 3.371 1.791 0.138 0.1 0.0 -0.3
H -0.349 -2.436 -2.685 0.6 -0.3 0.4
H -0.898 -4.060 0.661 0.0 -0.2 -0.3
H 1.223 -3.642 -1.135 -0.5 -0.3 -0.5
H 3.022 2.558 -1.444 0.1 -0.7 0.0
H 0.944 -2.090 -0.589 -0.2 -0.2 0.2
H 2.412 3.561 1.384 -0.6 0.0 0.9
H -1.244 -1.788 -1.461 0.4 -0.3 0.7
H 0.732 -4.517 0.788 0.6 0.0 0.9
H 0.065 3.475 2.770 0.2 0.2 0.0
H -3.584 0.722 0.817 -0.4 0.5 0.0
H -2.285 -0.525 -0.808 0.0 0.2 0.2
```
Forces are in eV/Å.

strongest force on any atom	3.4	eV/A
SMILES	Cc1c[nH]c2ccccc12.CCC
HOMO energy	-0.2896	Eh
calculated total energy	-522.1411	hartree
ΔE to the lowest compared entry with this formula, charge and spin	207.8	kJ/mol
LUMO level	0.872	eV
gap between HOMO and LUMO	8.75	eV

DFT (ωB97M-V with the def2-TZVPD basis set) results for 9 unconnected molecules or ions with the total composition C16H52N10O11 at a distorted geometry.

The geometry in XYZ format:
```
89
Properties=species:S:1:pos:R:3:forces:R:3
O 7.240 2.774 6.852 -0.5 -0.2 0.3
O 10.490 1.222 8.699 -0.4 0.0 -0.2
O 6.437 4.021 2.212 -0.1 -0.5 -0.1
O 10.771 0.983 5.958 0.9 0.0 0.2
O 1.285 4.381 7.114 -0.1 -0.1 0.1
O 9.173 5.372 4.940 0.4 0.7 -0.1
O 6.502 6.796 -1.791 -0.2 -0.3 0.1
O 3.736 -1.196 4.248 -0.3 -0.1 0.2
O 8.026 0.045 5.895 -0.6 -0.1 0.0
O 5.752 2.564 9.966 0.4 0.4 0.0
O 8.987 3.579 8.954 -0.6 0.1 -0.1
N 4.042 2.548 7.564 0.8 0.4 0.8
N 7.894 5.895 0.715 0.2 -0.2 0.1
N 2.765 0.206 5.798 -0.7 -1.0 -0.1
N 12.060 2.829 5.555 0.4 0.2 0.2
N 4.812 0.644 5.069 -0.1 -0.2 -0.3
N 8.049 7.316 5.297 0.3 0.6 0.0
N 7.439 4.954 9.891 -0.3 -0.3 0.2
N 9.388 5.801 9.045 -0.5 0.6 0.4
N 6.987 5.347 5.638 2.1 0.1 -0.4
N 9.778 2.824 5.186 0.9 -0.8 -0.1
C 5.738 3.592 3.343 -0.7 -0.2 1.0
C 3.774 1.836 8.826 -0.6 1.2 0.0
C 8.496 4.678 1.239 -0.4 -1.1 -0.4
C 1.126 3.151 6.481 -1.3 -1.6 -0.2
C 8.612 4.706 9.277 1.0 0.0 -0.4
C 10.884 2.165 5.610 -1.5 -0.4 -0.7
C 8.162 5.962 5.276 -1.6 0.5 0.7
C 7.808 4.198 2.500 0.6 0.9 -0.1
C 7.699 7.326 -1.274 0.7 0.5 0.0
C 2.334 4.416 8.056 0.1 1.3 0.6
C 8.544 6.318 -0.519 -0.4 -0.1 0.1
C 5.333 7.232 -1.119 0.7 0.8 0.0
C 4.342 2.521 10.054 0.0 -0.7 0.3
C 6.459 1.558 10.673 0.5 -0.1 -0.4
C 3.694 3.998 7.535 0.2 -0.3 -0.8
C 3.766 -0.224 4.980 0.5 0.4 -0.4
H 7.282 7.759 5.768 0.0 0.1 -0.2
H 2.366 5.471 8.358 0.3 0.1 -0.5
H 4.495 4.620 7.952 -0.2 -0.2 0.6
H 8.322 7.696 -2.096 -0.2 -0.1 -0.2
H 6.205 5.912 5.905 -0.3 -0.5 0.0
H 7.098 4.342 5.688 -0.8 -0.1 0.6
H 6.075 0.563 10.432 -0.4 0.0 0.5
H 7.817 2.947 7.620 0.1 0.1 -0.1
H 8.746 5.464 -1.183 0.0 0.0 0.0
H 5.300 6.917 -0.072 -0.2 -0.4 -0.1
H 8.024 -0.234 6.816 0.2 -0.1 0.0
H 7.215 1.812 6.764 0.3 0.0 -0.3
H 4.223 0.848 8.727 -0.3 -0.2 0.1
H 1.937 -0.360 5.762 -0.2 0.4 0.2
H 6.507 1.824 11.730 -0.3 -0.5 0.1
H 9.000 2.198 5.069 -0.3 0.3 0.1
H 5.246 4.432 3.850 0.1 0.1 -0.1
H 6.941 5.627 0.490 0.0 0.2 0.1
H 9.772 1.861 8.800 0.4 0.1 0.2
H 12.812 2.470 6.114 0.0 0.0 -0.1
H 2.837 1.123 6.208 -0.4 -0.1 0.2
H 4.961 2.846 3.164 0.1 0.1 -0.7
H 8.256 3.255 2.829 0.0 0.0 0.0
H 9.577 4.743 1.372 0.0 0.4 0.3
H 10.229 5.797 8.503 0.0 -0.4 0.0
H 4.486 6.915 -1.718 -0.1 -0.2 0.2
H 3.761 4.242 6.469 -0.4 0.2 0.0
H 9.725 3.804 4.952 -0.2 -0.1 0.1
H 6.876 4.148 10.127 -0.3 0.0 -0.1
H 7.489 1.519 10.310 -0.1 0.4 -0.1
H 8.741 7.889 4.855 0.2 0.0 0.1
H 3.976 3.539 10.200 0.0 0.0 -0.2
H 10.584 1.165 7.729 0.1 -0.3 0.2
H 7.960 4.951 3.282 -0.3 -0.4 -0.4
H 7.493 8.208 -0.657 -0.1 -0.1 0.2
H 9.506 6.775 -0.273 0.0 0.1 0.0
H 2.696 1.805 9.014 0.0 -0.6 -0.3
H 9.059 6.675 9.414 0.3 0.1 -0.2
H 4.717 1.282 5.841 0.9 0.4 -0.1
H 0.143 3.014 6.006 0.0 1.1 0.0
H 8.368 3.842 0.526 0.1 0.1 -0.2
H 5.632 0.437 4.530 0.3 0.2 0.4
H 12.067 3.792 5.272 0.1 0.0 0.1
H 1.032 2.318 7.197 0.8 0.1 0.1
H 2.089 4.009 9.049 -0.3 -0.9 -0.4
H 6.373 3.110 4.099 0.2 0.1 -0.2
H 1.825 2.935 5.671 0.4 0.1 0.3
H 3.982 1.950 10.920 0.4 0.0 0.2
H 7.135 5.878 10.129 0.0 0.0 0.0
H 5.065 2.616 7.611 0.0 -0.3 -0.7
H 5.348 8.331 -1.061 -0.2 0.0 -0.2
H 8.757 -0.447 5.505 0.3 0.3 0.0
```
Forces are in eV/Å.

strongest force on any atom	2.2	eV/A
SMILES	COCCNCCOC.COCCNCCOC.NC(N)=O.NC(N)=O.NC(N)=O.NC(N)=O.O.O.O
HOMO energy	-0.3228	Eh
calculated total energy	-2016.0854	hartree
ΔE to the lowest compared entry with this formula, charge and spin	0.0	kJ/mol
LUMO level	-0.144	eV
gap between HOMO and LUMO	8.64	eV

DFT (ωB97M-V with the def2-TZVPD basis set) results for a molecular structure, C34H34N5O2RuS2 at a distorted geometry.

The geometry in XYZ format:
```
78
Properties=species:S:1:pos:R:3:forces:R:3
Ru 0.938 -0.780 0.518 -2.1 2.0 -0.7
S -1.111 -0.008 -0.759 1.7 -0.4 0.9
S -2.749 2.067 0.852 -0.1 0.1 0.0
O 0.818 -2.906 0.249 -0.1 0.4 -0.1
O 2.657 -0.650 -0.472 0.6 -0.7 -0.2
N 0.919 -4.867 -0.821 0.1 -0.2 0.3
N -0.138 1.925 0.877 0.1 0.3 0.1
N -0.418 -0.862 2.055 1.4 -0.4 -0.8
N -1.569 -1.267 2.206 -1.4 0.4 0.9
N 1.068 1.293 0.625 0.0 -0.7 0.1
C -1.140 -3.889 -2.533 0.1 -0.1 0.0
C 1.902 3.579 0.473 0.0 0.0 0.1
C 0.242 -3.550 -3.146 -0.1 0.0 0.2
C 3.403 1.562 0.149 0.1 -0.1 0.0
C -3.360 2.654 -0.784 0.2 0.0 0.2
C -3.473 -1.250 -1.032 0.0 0.1 -0.1
C -1.375 3.514 -2.088 0.0 0.0 0.0
C -2.055 6.135 -1.495 0.0 0.0 0.0
C 5.989 0.692 -0.498 -0.1 -0.1 0.0
C -1.185 1.423 0.398 -0.4 0.0 -0.3
C -0.543 0.193 4.276 -0.1 0.1 -0.2
C 0.107 0.791 5.343 0.0 0.0 0.0
C 0.203 -0.386 3.259 0.3 -0.1 0.4
C 4.516 2.434 0.210 -0.1 0.1 0.1
C -0.563 4.556 -2.518 0.0 0.0 0.0
C -2.485 -1.465 1.171 0.0 -0.7 -0.5
C -4.639 -2.464 0.668 -0.1 0.0 0.0
C -2.854 5.090 -1.053 0.0 0.0 0.0
C 1.204 -2.854 -2.157 -0.1 -0.1 -0.1
C 2.238 0.178 4.407 0.0 0.0 0.1
C -1.256 -5.263 -1.839 0.0 0.2 0.1
C 2.087 2.085 0.436 0.0 0.2 0.0
C 1.494 0.808 5.397 0.0 0.0 0.0
C 3.617 0.226 -0.282 -0.4 0.1 -0.1
C 1.028 -3.506 -0.812 0.1 -0.1 0.1
C -2.436 -0.989 -0.145 0.1 0.0 0.0
C -0.439 -5.382 -0.549 0.0 0.1 -0.2
C -3.616 -2.187 1.555 0.2 -0.1 0.3
C 5.781 2.020 -0.099 0.2 0.0 0.0
C 4.933 -0.178 -0.589 0.1 -0.1 0.0
C -0.897 5.869 -2.214 0.0 0.0 0.0
C -2.519 3.769 -1.336 0.0 0.0 0.0
C -4.570 -1.997 -0.636 0.0 0.0 0.0
C 1.593 -0.432 3.348 -0.1 -0.1 -0.1
H -1.622 0.195 4.196 0.0 0.1 0.0
H 0.934 -1.810 -2.049 0.1 0.2 0.0
H -3.752 5.302 -0.480 0.1 0.0 0.0
H -1.120 2.494 -2.361 0.0 0.0 0.0
H 1.304 -5.282 -1.657 -0.1 0.0 -0.1
H -1.432 -3.098 -1.829 0.0 0.0 0.0
H -4.360 3.006 -0.536 -0.1 -0.1 -0.1
H 2.240 -2.880 -2.495 0.0 0.0 0.0
H 4.373 3.458 0.527 0.0 -0.1 0.0
H 5.067 -1.208 -0.896 0.0 0.0 0.0
H -1.879 -3.878 -3.335 0.0 0.1 0.0
H -0.864 -4.776 0.249 0.0 0.0 0.1
H -0.927 -6.036 -2.540 0.0 0.0 0.0
H -5.369 -2.202 -1.337 0.0 0.0 0.0
H 2.277 4.026 -0.446 0.0 0.0 0.0
H 0.697 -4.461 -3.542 0.0 0.0 -0.1
H 2.472 3.998 1.305 0.0 0.0 0.0
H -0.473 1.258 6.128 0.0 0.0 0.0
H 6.989 0.347 -0.732 0.0 0.0 0.0
H -2.337 7.157 -1.277 0.0 0.0 0.0
H 0.326 4.339 -3.097 0.0 0.0 0.0
H 2.170 -1.000 2.620 0.1 0.0 0.0
H -0.384 -6.413 -0.208 0.0 0.0 0.1
H 0.861 3.848 0.600 0.0 0.0 0.0
H -2.307 -5.459 -1.614 0.0 -0.1 0.0
H -3.653 -2.525 2.584 0.0 0.0 -0.1
H -3.412 -0.860 -2.042 0.0 0.0 0.0
H 0.103 -2.883 -3.997 0.0 0.0 0.0
H -0.264 6.683 -2.546 0.0 0.0 0.0
H 2.000 1.300 6.219 0.0 0.0 0.0
H -3.434 1.797 -1.451 0.0 0.0 -0.1
H 6.612 2.710 -0.037 0.0 0.0 0.0
H -5.498 -3.036 0.993 0.0 0.0 0.0
H 3.319 0.157 4.468 0.0 0.0 0.0
```
Forces are in eV/Å.

strongest force on any atom	2.9	eV/A
HOMO energy (alpha / beta)	-0.3708 / -0.3709	Eh
calculated total energy	-2631.3054	hartree
ΔE to the lowest compared entry with this formula, charge and spin	0.0	kJ/mol
LUMO level (alpha / beta)	-3.707 / -3.709	eV
net charge	+1
gap between HOMO and LUMO (alpha / beta)	6.38 / 6.38	eV

DFT (ωB97M-V with the def2-TZVPD basis set) results for a single C5H7NO molecule at a distorted geometry.

The geometry in XYZ format:
```
14
Properties=species:S:1:pos:R:3:forces:R:3
O -2.427 0.076 -0.451 1.8 0.8 -0.2
N 0.914 0.607 1.117 1.7 -1.1 1.5
C -0.006 0.616 0.314 -4.5 -0.6 -1.0
C -1.489 -0.124 0.289 -0.2 1.6 -0.4
C 1.175 1.188 -0.268 -0.4 -0.3 -0.7
C -1.669 -1.126 1.337 0.6 -1.7 -1.3
C 1.708 0.351 -1.418 2.2 1.4 0.0
H -1.367 -2.065 0.799 0.0 0.4 0.7
H 1.393 2.250 -0.188 -0.2 -0.1 -0.6
H 2.794 0.686 -1.654 -1.8 -0.8 0.0
H 1.036 0.495 -2.263 0.3 0.4 -0.3
H -0.994 -0.983 2.138 0.3 0.0 1.2
H 1.659 -0.717 -1.255 0.3 -0.2 0.5
H -2.727 -1.254 1.503 -0.1 0.2 0.6
```
Forces are in eV/Å.

strongest force on any atom	4.7	eV/A
SMILES	CC(=O)C1=N[C@H]1C
HOMO energy	-0.3479	Eh
calculated total energy	-324.6079	hartree
ΔE to the lowest compared entry with this formula, charge and spin	306.0	kJ/mol
LUMO level	0.196	eV
gap between HOMO and LUMO	9.66	eV

DFT (ωB97M-V with the def2-TZVPD basis set) results for a molecular structure, C3H30O12 at a distorted geometry.

The geometry in XYZ format:
```
45
Properties=species:S:1:pos:R:3:forces:R:3
O 1.060 0.415 2.343 -3.6 -1.3 4.9
O 0.706 -1.738 -3.189 -0.5 -0.8 -2.1
O 0.311 -1.848 0.485 -0.3 -10.6 5.6
O 0.384 0.016 0.023 3.0 5.7 -2.5
O -1.453 0.539 -0.555 -9.8 3.4 -11.4
O -0.140 2.443 1.220 4.2 4.5 4.3
O 1.266 1.768 -0.256 3.5 12.2 -9.5
O -2.783 -1.722 0.714 -1.6 0.0 -0.3
O -0.845 2.621 -0.697 -1.5 4.7 -5.3
O 2.576 0.931 1.081 9.6 0.4 -1.8
O 2.044 -1.865 -0.878 3.3 -0.1 -1.4
O -1.466 0.820 1.483 -4.1 -2.9 3.5
C -0.118 -2.137 1.785 0.3 -0.3 1.6
C -0.031 -1.265 -2.110 1.2 0.5 -1.3
C -1.927 -1.688 -0.397 -0.9 -0.6 0.6
H -1.089 -1.132 -2.338 0.2 -0.4 -0.8
H 1.666 0.438 1.602 -1.1 -1.3 2.2
H -1.669 0.635 0.566 -0.7 0.3 6.3
H 0.286 -3.048 2.227 -0.1 -0.6 -0.6
H 3.327 1.511 1.210 0.6 -0.3 0.5
H 1.619 -1.444 -3.160 -0.3 -0.3 0.4
H 1.436 -1.371 -0.329 0.9 -0.8 0.6
H -1.083 0.447 -1.434 -0.2 -1.5 -2.7
H -1.619 -2.679 -0.731 -0.1 -0.1 0.3
H 1.678 1.614 -1.106 0.5 0.1 -1.4
H 0.216 -1.397 2.512 0.0 0.3 -0.4
H 0.337 -0.889 0.446 0.3 -1.7 2.9
H -0.072 2.061 0.345 -1.2 0.4 1.9
H 1.032 2.696 -0.266 0.5 0.8 0.1
H -1.219 1.781 -0.963 -0.3 1.2 0.1
H -2.358 -1.288 1.458 -0.2 0.4 -0.1
H 0.161 -1.825 -1.195 -0.9 -0.3 -1.2
H -0.481 0.233 -0.326 5.0 -1.8 2.7
H 2.097 1.319 0.348 3.1 -0.3 2.2
H -1.039 1.677 1.466 -1.6 -0.5 1.6
H 0.910 0.800 -0.135 -2.7 -5.0 1.4
H -2.424 -1.191 -1.230 -0.9 -0.5 -0.2
H -0.627 3.058 -1.520 -0.2 0.7 -0.6
H -1.068 -1.073 -0.128 -2.1 -3.2 -0.5
H -1.205 -2.130 1.863 0.6 -0.8 0.2
H -2.384 0.704 -0.703 -1.6 -0.6 0.0
H 0.010 3.379 1.085 -0.5 0.6 0.4
H 2.568 -1.196 -1.319 0.8 0.0 -0.2
H 0.446 -0.308 -1.897 -0.5 0.6 -0.3
H 0.962 1.331 2.601 -0.1 -0.2 0.2
```
Forces are in eV/Å.

strongest force on any atom	15.9	eV/A
HOMO energy	-0.2879	Eh
calculated total energy	-1034.0507	hartree
ΔE to the lowest compared entry with this formula, charge and spin	2993.0	kJ/mol
LUMO level	-1.599	eV
gap between HOMO and LUMO	6.24	eV

DFT (ωB97M-V with the def2-TZVPD basis set) results for a molecular structure, C12H16ClF5MoN2O4Te at a distorted geometry.

The geometry in XYZ format:
```
42
Properties=species:S:1:pos:R:3:forces:R:3
Te -2.668 1.840 -2.403 -6.8 1.3 -1.8
Mo -0.086 0.646 -0.861 -4.2 -2.2 -0.2
Cl 2.019 -5.086 -4.926 0.0 0.1 0.0
F -2.765 1.155 -4.376 0.9 0.4 2.3
F -3.281 2.634 -0.737 0.9 -0.3 -0.8
F -4.480 1.307 -2.493 1.4 0.4 -0.1
F -2.717 0.128 -1.054 2.6 0.5 -0.2
F -3.084 3.571 -3.137 0.9 -1.6 0.6
O -0.648 0.139 -2.613 0.1 -0.3 -1.9
O -0.740 2.134 -1.222 1.1 4.1 -1.0
O 0.875 -0.882 -1.034 2.4 -1.5 -0.3
O 0.172 0.745 0.858 0.7 0.3 3.3
N -0.928 0.790 2.826 0.9 0.1 -0.9
N 1.391 1.311 2.678 -0.7 -0.3 -1.0
C 2.248 -3.896 -2.516 -0.3 0.1 -0.5
C -0.386 -0.763 -3.473 0.2 -1.2 -0.6
C 0.841 -2.796 -4.156 0.1 -0.1 0.1
C 1.599 1.952 3.966 0.0 0.3 0.6
C 1.684 -3.841 -3.811 -0.2 0.2 0.1
C 2.584 1.254 1.849 0.5 -0.2 -0.5
C -1.051 0.497 4.243 0.1 -0.2 0.7
C -2.163 0.670 2.063 -0.6 0.1 -0.6
C 1.991 -2.916 -1.583 -0.4 1.0 0.4
C 0.551 -1.784 -3.215 0.1 0.2 0.8
C 1.154 -1.836 -1.901 0.4 -1.6 -1.6
C 0.214 0.960 2.169 -0.4 0.3 2.4
H -3.000 0.894 2.724 0.1 0.0 -0.1
H -1.492 1.338 4.783 0.1 0.0 -0.1
H 0.393 -2.760 -5.141 0.0 0.0 0.0
H 2.448 0.574 0.999 0.2 0.1 0.4
H -0.961 -0.741 -4.407 0.0 0.2 0.2
H 2.884 -4.730 -2.264 0.1 -0.1 0.0
H 0.687 2.396 4.350 -0.1 0.0 0.0
H 2.842 2.245 1.468 -0.1 0.0 0.1
H -1.719 -0.360 4.351 0.1 0.0 -0.1
H 2.423 -2.964 -0.591 0.0 0.0 0.0
H 2.013 1.249 4.690 -0.1 0.0 0.0
H 3.412 0.902 2.464 0.0 -0.1 -0.1
H 2.324 2.755 3.837 0.0 0.0 -0.1
H -0.092 0.230 4.674 0.0 0.0 0.0
H -2.190 1.390 1.235 -0.1 -0.2 0.3
H -2.296 -0.350 1.682 0.0 0.2 0.1
```
Forces are in eV/Å.

strongest force on any atom	7.1	eV/A
HOMO energy (alpha / beta)	-0.5772 / -0.5773	Eh
calculated total energy	-2172.3406	hartree
LUMO level (alpha / beta)	-10.827 / -10.833	eV
net charge	+2
gap between HOMO and LUMO (alpha / beta)	4.88 / 4.88	eV

DFT (ωB97M-V with the def2-TZVPD basis set) results for a molecular structure, C6H7N at a distorted geometry.

The geometry in XYZ format:
```
14
Properties=species:S:1:pos:R:3:forces:R:3
N 0.434 0.875 -0.234 -1.2 2.8 -2.7
C 1.217 0.154 0.269 1.9 -2.1 1.7
C -1.837 -0.928 0.481 1.0 2.8 0.1
C 2.579 -0.327 -0.005 3.5 -1.3 0.1
C -1.961 0.166 -0.547 -2.9 1.1 -0.2
C -0.919 -0.227 1.119 0.8 0.0 1.0
C -0.904 0.990 0.139 -0.6 2.0 3.5
H -1.587 -0.098 -1.470 0.6 -0.9 -2.2
H -2.111 -1.884 0.615 -1.3 -3.2 0.0
H 2.837 -1.434 0.184 -1.3 1.5 -0.4
H -1.240 2.019 0.640 1.1 -2.1 -1.6
H 3.488 0.082 0.558 -1.9 0.2 0.1
H 2.962 -0.089 -1.019 -0.9 -0.2 0.1
H -2.960 0.700 -0.730 1.2 -0.7 0.4
```
Forces are in eV/Å.

strongest force on any atom	4.1	eV/A
HOMO energy (alpha / beta)	-0.2916 / -0.2783	Eh
calculated total energy	-287.3172	hartree
ΔE to the lowest compared entry with this formula, charge and spin	709.0	kJ/mol
LUMO level (alpha / beta)	0.128 / 0.058	eV
gap between HOMO and LUMO (alpha / beta)	8.06 / 7.63	eV

DFT (ωB97M-V with the def2-TZVPD basis set) results for a molecular structure, C5H4O3 at a distorted geometry.

The geometry in XYZ format:
```
12
Properties=species:S:1:pos:R:3:forces:R:3
O -0.871 1.745 1.323 2.1 -4.4 -5.4
O -0.647 -0.783 -1.267 0.4 3.3 1.4
O 0.207 -1.440 1.733 0.5 3.9 -2.7
C -0.461 0.871 0.453 -1.8 2.8 6.0
C 0.280 -0.591 0.803 -3.9 -0.8 6.9
C 0.603 -0.870 -0.480 2.8 -4.4 -6.3
C 1.126 0.401 -1.184 0.9 -2.1 -1.9
C -0.340 0.740 -1.069 -1.8 1.6 0.2
H 2.101 0.869 -0.753 -2.1 -0.2 -1.2
H 0.991 -1.911 -0.615 0.3 1.1 0.0
H 0.956 0.042 -2.295 2.2 0.9 1.6
H -0.810 1.523 -1.782 0.5 -1.6 1.4
```
Forces are in eV/Å.

strongest force on any atom	8.1	eV/A
HOMO energy	-0.3538	Eh
calculated total energy	-418.4682	hartree
ΔE to the lowest compared entry with this formula, charge and spin	508.4	kJ/mol
LUMO level	-0.975	eV
gap between HOMO and LUMO	8.65	eV

Question: Which of these has the highest strongest force on any atom?
Answer: C3H30O12

Question: What is the calculated total energy in the second record?
Answer: -2016.0854 hartree